Entry 1:
11
Properties=species:S:1:pos:R:3:mulliken_charge:R:1 method="wB97M-V/def2-TZVPD" homo_lumo_gap_ev=10.673 homo_energy_ev=-9.8 lumo_energy_ev=0.830 charge=0 smiles="[H]/N=C/OCC=O" relative_energy_kcal_mol=35.9
O 0.6050 0.4796 -0.9519 -0.350
O -0.7592 0.8750 2.3279 -0.478
N -0.3244 -1.5300 -0.3856 -0.598
C -0.0107 0.5941 1.4261 0.074
C -0.2611 1.0744 0.0079 -0.241
C 0.4452 -0.8435 -1.1164 0.108
H -0.3119 -2.5102 -0.6533 0.223
H 0.9206 0.0140 1.5845 0.308
H 1.0642 -1.1899 -1.9477 0.381
H -1.3097 0.8888 -0.2443 0.273
H -0.0578 2.1477 -0.0473 0.301

Entry 2:
11
Properties=species:S:1:pos:R:3:mulliken_charge:R:1 method="wB97M-V/def2-TZVPD" homo_lumo_gap_ev=10.418 homo_energy_ev=-9.5 lumo_energy_ev=0.917 charge=0 relative_energy_kcal_mol=109.3
O 1.3374 -1.9503 1.5783 -0.372
O 0.0153 -0.2096 0.9279 -0.370
N 0.2232 0.5032 -1.3092 -0.393
C -1.0402 1.2242 -1.2430 -0.671
C 0.6690 -0.1518 -0.3359 0.050
C 0.4181 -1.0776 1.8634 -0.138
H -0.8470 2.2754 -1.4933 0.258
H -1.6998 0.8264 -2.0255 0.267
H 1.6104 -0.6961 -0.3787 0.382
H 0.8683 -1.9149 2.6904 0.708
H -1.5547 1.1710 -0.2745 0.279

Entry 3:
11
Properties=species:S:1:pos:R:3:mulliken_charge:R:1 method="wB97M-V/def2-TZVPD" homo_lumo_gap_ev=10.997 homo_energy_ev=-10.2 lumo_energy_ev=0.827 charge=0 smiles="O=CCNC=O" relative_energy_kcal_mol=17.8
O 1.9149 -1.1905 -0.5367 -0.483
O -2.3496 0.2763 0.6525 -0.559
N -0.4834 0.0757 -0.6391 -0.158
C 1.6884 -0.3981 0.3467 0.106
C -1.8180 -0.0218 -0.3974 0.065
C 0.4303 0.4337 0.4104 -0.497
H -2.3820 -0.3841 -1.2731 0.338
H -0.0725 0.3114 1.3772 0.336
H -0.0899 -0.3800 -1.4499 0.276
H 0.7360 1.4909 0.3557 0.240
H 2.4257 -0.2135 1.1538 0.336

Entry 4:
11
Properties=species:S:1:pos:R:3:mulliken_charge:R:1 method="wB97M-V/def2-TZVPD" homo_lumo_gap_ev=11.572 homo_energy_ev=-10.8 lumo_energy_ev=0.814 charge=0 smiles="CC#N.O=CO" relative_energy_kcal_mol=12.3
O -0.1789 1.4094 -0.4552 -0.487
O 1.0567 0.5507 -2.1549 -0.419
N 0.7831 -1.7349 -0.2117 -0.607
C 0.1021 -1.3240 0.6288 0.573
C 0.3673 1.4982 -1.5308 0.156
C -0.7312 -0.7572 1.6826 -0.770
H 0.3530 2.4140 -2.1333 0.355
H -0.9870 -1.5267 2.4203 0.339
H -1.6385 -0.3629 1.2194 0.249
H 1.0689 -0.2568 -1.5959 0.361
H -0.1956 0.0901 2.1307 0.249

Entry 5:
11
Properties=species:S:1:pos:R:3:mulliken_charge:R:1 method="wB97M-V/def2-TZVPD" homo_lumo_gap_ev=10.813 homo_energy_ev=-10.2 lumo_energy_ev=0.622 charge=0 smiles="OC[C@@H]1N=C1O" relative_energy_kcal_mol=64.8
O 0.1045 -1.5045 -2.0257 -0.463
O 0.1681 -0.4994 1.7093 -0.512
N -0.3755 0.8417 -1.6906 -0.597
C 0.0678 -0.3062 -1.4631 0.337
C -0.3685 0.5497 0.9159 -0.380
C 0.3999 0.5745 -0.3816 0.032
H 1.4024 1.0045 -0.3236 0.371
H -0.2742 1.5223 1.4224 0.277
H 0.5676 -2.1057 -1.4253 0.343
H -0.2592 -0.4623 2.5737 0.303
H -1.4329 0.3855 0.6885 0.288

Entry 6:
11
Properties=species:S:1:pos:R:3:mulliken_charge:R:1 method="wB97M-V/def2-TZVPD" homo_lumo_gap_ev=10.273 homo_energy_ev=-9.7 lumo_energy_ev=0.584 charge=0 relative_energy_kcal_mol=83.2
O -1.9643 0.3541 1.5851 -0.490
O -0.0181 -0.5114 -1.2803 -0.530
N 1.7959 1.1179 0.1663 -0.167
C -0.7420 -0.8227 -0.1133 -0.346
C -1.4213 0.3919 0.5061 0.078
C 1.9820 0.1671 -0.5169 -0.225
H -1.5345 -1.5331 -0.3816 0.342
H 0.9457 -0.8000 -1.2123 0.439
H 2.5034 1.6081 0.6793 0.293
H -1.4120 1.3140 -0.1094 0.352
H -0.1349 -1.2860 0.6771 0.253

Entry 7:
11
Properties=species:S:1:pos:R:3:mulliken_charge:R:1 method="wB97M-V/def2-TZVPD" homo_lumo_gap_ev=7.876 homo_energy_ev=-7.0 lumo_energy_ev=0.857 charge=0 relative_energy_kcal_mol=75.5
O 1.8669 0.5093 -1.3009 -0.465
O -0.0727 1.2807 -0.3833 -0.350
N -0.8467 -0.7974 0.0366 -0.044
C 1.2837 1.1541 -0.4804 0.154
C -0.8125 0.2058 -0.8234 -0.224
C -0.2939 -0.8776 1.2470 -0.624
H 1.7492 1.7556 0.3120 0.369
H 0.1096 0.0186 1.6902 0.249
H -1.2888 0.1818 -1.7871 0.445
H -1.3271 -1.6262 -0.2968 0.239
H -0.3676 -1.8048 1.7862 0.250

Entry 8:
11
Properties=species:S:1:pos:R:3:mulliken_charge:R:1 method="wB97M-V/def2-TZVPD" homo_lumo_gap_ev=7.690 homo_energy_ev=-7.4 lumo_energy_ev=0.262 charge=0 smiles="COC(N)=C=O" relative_energy_kcal_mol=76.1
O -0.1996 1.0795 0.2307 -0.383
O 0.3360 -2.3804 -0.5871 -0.445
N 1.9338 0.0257 0.3956 -0.531
C 0.5589 -0.0269 0.0505 0.330
C -1.5866 0.8556 0.0280 -0.748
C 0.1871 -1.2164 -0.4071 0.445
H -1.8039 0.5236 -0.9998 0.323
H 2.3911 -0.7985 0.0238 0.223
H -2.0673 1.8146 0.2113 0.230
H -1.9858 0.1019 0.7217 0.323
H 2.4603 0.8634 0.1908 0.233

Entry 9:
11
Properties=species:S:1:pos:R:3:mulliken_charge:R:1 method="wB97M-V/def2-TZVPD" homo_lumo_gap_ev=11.398 homo_energy_ev=-10.6 lumo_energy_ev=0.793 charge=0 smiles="[H]/N=C(/C)OC=O" relative_energy_kcal_mol=51.4
O 0.6962 -1.0571 0.0296 -0.321
O 0.8082 -2.4273 -1.7190 -0.426
N 0.2656 0.3279 1.8305 -0.587
C -0.4493 1.2566 -0.0752 -1.043
C 0.1959 0.0870 0.5846 0.651
C 0.3411 -1.4467 -1.2278 0.179
H -0.4008 -0.7809 -1.6954 0.311
H -0.2590 1.7318 0.9732 0.311
H 0.4406 -0.4235 2.4702 0.231
H -0.0992 1.5628 -1.0792 0.379
H -1.5394 1.1695 -0.0914 0.315

Entry 10:
11
Properties=species:S:1:pos:R:3:mulliken_charge:R:1 method="wB97M-V/def2-TZVPD" homo_lumo_gap_ev=10.936 homo_energy_ev=-10.1 lumo_energy_ev=0.884 charge=0 smiles="[H]/N=C1/COCO1" relative_energy_kcal_mol=78.6
O -1.2652 0.0115 -0.0496 -0.363
O 0.8314 0.8274 0.0905 -0.484
N 1.6898 -0.9686 -1.0072 -0.661
C -0.4945 1.2157 -0.0098 -0.076
C 0.8152 -0.7352 -0.1608 0.489
C -0.4905 -1.0514 0.4742 -0.301
H -0.7225 1.7699 -0.9338 0.210
H -0.7717 1.8136 0.8661 0.230
H -0.3862 -1.0107 1.5662 0.233
H -0.9539 -1.9878 0.1645 0.279
H 1.7480 0.1156 -1.0003 0.444

Entry 11:
11
Properties=species:S:1:pos:R:3:mulliken_charge:R:1 method="wB97M-V/def2-TZVPD" homo_lumo_gap_ev=9.287 homo_energy_ev=-9.5 lumo_energy_ev=-0.166 charge=0 relative_energy_kcal_mol=99.5
O -1.9446 0.7772 1.6081 -0.304
O 1.2181 -0.8581 -0.6234 -0.393
N -1.3273 -0.1044 1.0683 -0.158
C -0.1120 -0.5863 -1.0828 -0.533
C -0.3769 0.4024 0.0607 0.426
C 1.0709 0.0615 0.4606 -0.568
H 1.7611 0.9094 0.3878 0.236
H -0.1201 -0.1483 -2.0876 0.240
H 1.1743 -0.4210 1.4400 0.320
H -0.5974 1.4472 -0.1700 0.430
H -0.7462 -1.4796 -1.0617 0.305

Entry 12:
12
Properties=species:S:1:pos:R:3:mulliken_charge:R:1 method="wB97M-V/def2-TZVPD" homo_lumo_gap_ev=9.270 homo_energy_ev=-9.1 lumo_energy_ev=0.169 charge=0 relative_energy_kcal_mol=138.8
S -1.8710 -1.0073 -0.0244 -0.023
O 1.1120 -0.5944 -0.3030 -0.305
O -4.5832 -0.2028 -0.2118 -0.459
N -1.0240 0.4894 0.0210 -0.326
C 2.5490 -0.4002 0.0018 -0.603
C 0.2699 0.4262 -0.1522 0.041
C -3.3738 0.0300 0.0198 0.162
H 2.5769 0.7802 0.6713 0.304
H 2.9768 -1.4977 0.9130 0.242
H 3.3213 -0.4009 -0.9854 0.248
H -2.5908 0.9974 0.5551 0.342
H 0.6369 1.3801 -0.5051 0.377

Entry 13:
12
Properties=species:S:1:pos:R:3:mulliken_charge:R:1 method="wB97M-V/def2-TZVPD" homo_lumo_gap_ev=8.650 homo_energy_ev=-8.1 lumo_energy_ev=0.575 charge=0 smiles="OC1=N[C@@H](S)CO1" relative_energy_kcal_mol=71.7
S -2.1273 0.7711 -0.4584 -0.295
O 1.2302 -0.8650 -0.6870 -0.303
O 2.5969 0.9323 -0.0689 -0.419
N 0.1563 0.7946 0.6888 -0.530
C -0.1576 -1.1261 -0.5310 -0.517
C -0.7436 -0.1877 0.4305 0.191
C 1.4451 0.2723 -0.0638 0.528
H -0.7857 -0.9126 -1.4128 0.257
H -0.1411 -2.2085 -0.3404 0.262
H -1.2919 -0.5420 1.4229 0.305
H -2.5747 1.2963 0.6539 0.130
H 2.3933 1.7752 0.3664 0.392

Entry 14:
12
Properties=species:S:1:pos:R:3:mulliken_charge:R:1 method="wB97M-V/def2-TZVPD" homo_lumo_gap_ev="6.467 / 5.639" spin_multiplicity=3 homo_energy_ev="-7.7 / -8.5" lumo_energy_ev="-1.238 / -2.844" charge=0 relative_energy_kcal_mol=97.8
S -2.3975 -0.7340 -1.1985 0.877
O -3.4232 -1.7437 -1.3143 -0.452
O -2.6203 0.5379 -1.8288 -0.456
N 2.0441 1.0268 1.5823 -0.479
C 1.2684 0.2433 0.7490 0.252
C 0.3726 0.6626 -0.1036 -0.790
C -0.8371 -1.2788 -1.0975 -0.341
H 2.0437 2.0147 1.3807 0.225
H -0.7315 -2.0819 -0.3787 0.312
H -0.0807 1.5143 -0.5392 0.363
H 2.9442 0.6566 1.8450 0.231
H 1.4176 -0.8179 0.9035 0.260

Entry 15:
13
Properties=species:S:1:pos:R:3:mulliken_charge:R:1 method="wB97M-V/def2-TZVPD" homo_lumo_gap_ev="7.059 / 6.646" homo_energy_ev="-8.9 / -8.7" lumo_energy_ev="-1.846 / -2.089" charge=0 relative_energy_kcal_mol=142.7
S 0.8161 1.9654 -1.4851 -0.192
S 2.2917 1.5891 1.0394 -0.187
O 3.2950 -1.2293 -0.5025 -0.385
O 1.5322 -2.4217 -0.9763 -0.420
N 2.1524 -1.5418 -0.4634 0.756
C 0.2125 0.0619 0.4149 -0.624
C 0.9562 1.1706 -0.0357 0.366
C -1.0262 -0.5514 -0.1730 -1.013
H -1.0594 -0.2309 -1.1531 0.367
H 0.4314 -0.2891 1.3172 0.570
H 2.1801 2.9150 0.8319 0.142
H -0.8907 -1.7290 0.0389 0.231
H -1.8712 -0.3116 0.3558 0.390

Entry 16:
13
Properties=species:S:1:pos:R:3:mulliken_charge:R:1 method="wB97M-V/def2-TZVPD" homo_lumo_gap_ev=8.929 homo_energy_ev=-9.0 lumo_energy_ev=-0.056 charge=0 smiles="COC(=S)ONC=S" relative_energy_kcal_mol=83.6
S 2.1779 -2.1160 -0.2186 -0.253
S -3.3786 -0.9436 -0.3273 -0.327
O 1.3680 0.3535 -0.7134 -0.277
O 0.2514 -0.7601 0.9233 -0.184
N -0.9481 -0.3642 0.4267 -0.107
C 0.9870 1.6144 -0.1374 -0.672
C 1.2039 -0.8127 -0.0867 0.474
C -1.8161 -1.2498 -0.1057 -0.091
H 1.7326 2.3185 -0.4687 0.261
H 0.0216 1.9460 -0.5645 0.260
H -1.2113 0.5943 0.6328 0.228
H -1.3456 -2.1831 -0.3264 0.310
H 0.9573 1.6028 0.9659 0.378

Entry 17:
12
Properties=species:S:1:pos:R:3:mulliken_charge:R:1 method="wB97M-V/def2-TZVPD" homo_lumo_gap_ev="7.843 / 7.825" homo_energy_ev="-9.7 / -9.7" lumo_energy_ev="-1.874 / -1.876" charge=0 smiles="O=CN=O.CC=O" relative_energy_kcal_mol=160.3
O -4.2544 -0.6803 -0.2484 -0.536
O -1.5153 1.4413 -0.0580 -0.418
O 0.6425 -0.9371 0.8322 -0.456
N -2.4054 0.6407 0.0688 0.482
C -3.0913 -0.3980 -0.0212 0.240
C 1.2232 -0.0592 0.2615 0.370
C 2.6625 0.0372 -0.3051 -0.956
H 2.8881 1.0067 -0.0513 0.321
H 0.5939 0.9280 0.0792 0.159
H 3.2690 -0.7169 0.1951 0.281
H -2.3692 -1.2301 0.5520 0.194
H 2.3564 -0.0323 -1.3048 0.319

Entry 18:
12
Properties=species:S:1:pos:R:3:mulliken_charge:R:1 method="wB97M-V/def2-TZVPD" homo_lumo_gap_ev=11.575 homo_energy_ev=-11.2 lumo_energy_ev=0.407 charge=0 smiles="C[C@]1([N+](=O)[O-])CO1" relative_energy_kcal_mol=132.8
O 1.7214 -1.3957 0.5449 -0.571
O -0.1324 1.4326 -0.5742 -0.396
O 2.3585 0.4710 -0.1903 -0.541
N 1.5057 -0.3084 0.1130 0.911
C -0.8313 -0.9077 -0.6376 -1.373
C -0.4139 1.2147 0.7435 -0.694
C 0.0835 0.1348 -0.1460 0.955
H -1.1971 -1.4338 0.1761 0.317
H -1.7330 -0.4169 -1.1108 0.338
H -0.1731 -1.4250 -1.3189 0.403
H 0.2627 1.4976 1.5505 0.311
H -1.4509 1.1368 0.8498 0.340

Entry 19:
12
Properties=species:S:1:pos:R:3:mulliken_charge:R:1 method="wB97M-V/def2-TZVPD" homo_lumo_gap_ev=9.600 homo_energy_ev=-8.8 lumo_energy_ev=0.800 charge=0 smiles="CC1=[N+]([O-])OCO1" relative_energy_kcal_mol=133.6
O 2.3110 -0.3775 0.3730 -0.674
O -0.9945 0.5923 0.1467 -0.328
O 1.0166 1.6581 0.4043 -0.424
N 1.2054 0.0561 0.2245 0.676
C -0.4729 -1.7630 -0.1286 -0.929
C 0.0275 -0.3948 0.1023 0.460
C -0.3224 1.7966 0.0117 -0.037
H 0.0954 -2.3333 -0.9572 0.289
H -0.3330 1.9174 -1.1162 0.195
H -1.5332 -1.5653 -0.4050 0.285
H -0.7493 2.7219 0.5444 0.226
H -0.2507 -2.3084 0.8002 0.261

Entry 20:
12
Properties=species:S:1:pos:R:3:mulliken_charge:R:1 method="wB97M-V/def2-TZVPD" homo_lumo_gap_ev=10.167 homo_energy_ev=-10.0 lumo_energy_ev=0.214 charge=0 smiles="O=CNCC(=O)O" relative_energy_kcal_mol=45.4
O 1.0633 -1.8738 -1.6674 -0.512
O -0.3089 -1.8068 0.0567 -0.520
O -1.7752 0.1239 1.5030 -0.473
N -0.3307 0.9420 -0.0929 -0.295
C 0.8379 0.2400 -0.5526 -0.328
C 0.5967 -1.2610 -0.7613 0.514
C -0.8009 0.7829 1.2278 0.010
H -1.1129 -1.3613 0.3379 0.378
H -0.4126 1.4042 2.0537 0.381
H -0.5940 1.8009 -0.5393 0.271
H 1.7846 0.3854 -0.0166 0.256
H 1.0525 0.6237 -1.5491 0.316

Max |F| for the records above, in order: 0.6; 1.1; 0.5; 1.1; 0.6; 1.7; 0.7; 1.2; 3.2; 3.1; 0.6; 5.7; 9.4; 1.6; 5.1; 1.8; 5.6; 3.0; 3.3; 2.1 eV/Å